Record 1
# C6H11N

A structure of composition C6H11N in a non-equilibrium geometry (ωB97M-V/def2-TZVPD, the Open Molecules 2025 dataset).

Geometry as XYZ:
```
18
Properties=species:S:1:pos:R:3
N -0.477 -0.484 1.239
C -0.679 1.547 0.640
C 0.605 -0.010 -0.567
C -1.461 0.134 0.441
C 0.437 0.582 0.722
C 1.667 -1.093 -0.700
C -0.803 -0.478 -0.839
H -1.266 2.131 1.370
H 1.640 -2.048 -1.475
H -0.762 -0.454 2.193
H -0.762 2.219 -0.257
H 0.903 0.775 -1.463
H 1.618 -1.579 0.348
H 1.585 0.725 0.947
H -1.254 0.030 -1.804
H -1.242 -1.513 -0.750
H 2.763 -0.547 -0.743
H -2.514 0.063 0.696
```

Computed properties:
Gap between HOMO and LUMO (eV): 9.90
E_LUMO (eV): 1.11
Energy above the lowest of the compared OMol25 structures with the same formula, charge and spin (kJ/mol): 426.2
Max |F| (eV/A): 7.86
Calculated total energy (hartree): -289.809351
2S+1: 1


Record 2
# C6H11N

A structure of composition C6H11N in a non-equilibrium geometry (ωB97M-V/def2-TZVPD, the Open Molecules 2025 dataset).

Geometry as XYZ:
```
18
Properties=species:S:1:pos:R:3
N -0.171 -1.533 2.609
C 0.503 -0.719 1.674
C -0.622 0.612 -1.940
C 0.818 0.646 -1.341
C -0.947 -2.053 1.576
C 0.772 1.317 0.122
C -0.042 0.381 1.003
H 1.652 -0.974 1.573
H -0.808 -3.173 1.366
H 0.200 2.340 -0.061
H 1.273 -0.380 -1.274
H -2.006 -1.796 1.325
H -1.289 0.395 -1.101
H -0.972 1.631 -2.376
H -0.974 0.835 1.312
H -0.710 -0.213 -2.888
H 1.521 1.152 -2.005
H 1.802 1.533 0.426
```

Computed properties:
Gap between HOMO and LUMO (eV): 6.61
E_LUMO (eV): -0.87
Energy above the lowest of the compared OMol25 structures with the same formula, charge and spin (kJ/mol): 590.2
Max |F| (eV/A): 4.76
Calculated total energy (hartree): -289.746873
2S+1: 1


Record 3
# C6H11N

An isolated molecule of C6H11N in a non-equilibrium geometry (ωB97M-V/def2-TZVPD, the Open Molecules 2025 dataset).

Geometry as XYZ:
```
18
Properties=species:S:1:pos:R:3
N -1.540 0.289 1.050
C -0.369 -1.274 -1.550
C 0.802 1.768 2.310
C 0.187 -0.648 -0.258
C 0.664 -1.787 -2.533
C -0.245 0.449 0.444
C 0.554 1.554 1.040
H -1.078 -0.566 -2.046
H -1.983 -0.538 0.686
H -1.133 -2.006 -1.289
H 1.213 1.932 0.262
H 1.388 -0.959 -2.659
H 0.674 0.986 3.084
H 0.417 -1.863 -3.602
H 1.494 2.488 2.733
H 1.358 -0.604 -0.334
H -2.100 1.125 1.121
H 1.309 -2.638 -2.353
```

Computed properties:
Gap between HOMO and LUMO (eV): 8.44
E_LUMO (eV): 0.67
Energy above the lowest of the compared OMol25 structures with the same formula, charge and spin (kJ/mol): 300.4
Max |F| (eV/A): 5.03
Calculated total energy (hartree): -289.857265
2S+1: 1


Record 4
# C6H11N

An isolated molecule of C6H11N in a non-equilibrium geometry (ωB97M-V/def2-TZVPD, the Open Molecules 2025 dataset).

Geometry as XYZ:
```
18
Properties=species:S:1:pos:R:3
N -0.232 -1.666 -2.502
C 0.299 -0.988 0.927
C -0.481 -0.768 -1.816
C 1.070 -0.998 2.244
C -0.759 1.669 -1.761
C -0.787 0.376 -0.938
C 0.159 0.392 0.281
H 1.144 0.770 -0.026
H 0.238 1.838 -2.181
H 0.793 -1.659 0.214
H 1.092 -2.011 2.660
H -0.244 1.115 1.003
H 0.606 -0.342 2.990
H -1.472 1.615 -2.590
H -1.808 0.212 -0.568
H -1.021 2.527 -1.134
H -0.704 -1.406 1.090
H 2.107 -0.673 2.107
```

Computed properties:
Gap between HOMO and LUMO (eV): 12.28
E_LUMO (eV): 0.92
Energy above the lowest of the compared OMol25 structures with the same formula, charge and spin (kJ/mol): 7.1
Max |F| (eV/A): 1.10
Calculated total energy (hartree): -289.968980
2S+1: 1


Record 5
# C6H11N

A structure of composition C6H11N in a non-equilibrium geometry (ωB97M-V/def2-TZVPD, the Open Molecules 2025 dataset).

Geometry as XYZ:
```
18
Properties=species:S:1:pos:R:3
N 2.077 -0.806 -0.977
C -1.612 -0.016 -0.386
C -2.953 0.109 0.196
C 2.204 0.279 0.110
C -0.104 -0.269 0.825
C 0.824 0.912 0.400
C -0.678 -1.134 -0.074
H 0.527 1.503 -0.487
H 2.311 -0.287 -1.885
H -3.625 -0.763 0.245
H 2.492 -0.357 0.980
H 0.892 1.600 1.232
H -1.188 -2.045 -0.028
H -1.319 0.727 -1.221
H 1.142 -1.283 -1.119
H -3.490 1.021 0.449
H -0.532 -0.254 1.832
H 3.035 1.064 -0.091
```

Computed properties:
Gap between HOMO and LUMO (eV): 6.62
E_LUMO (eV): -0.55
Energy above the lowest of the compared OMol25 structures with the same formula, charge and spin (kJ/mol): 654.4
Max |F| (eV/A): 3.56
Calculated total energy (hartree): -289.722420
2S+1: 1


Record 6
# C6H11N

An isolated molecule of C6H11N in a non-equilibrium geometry (ωB97M-V/def2-TZVPD, the Open Molecules 2025 dataset).

Geometry as XYZ:
```
18
Properties=species:S:1:pos:R:3
N 1.921 1.151 -0.482
C -0.450 -0.567 -0.299
C 0.934 -0.951 0.161
C -2.379 0.791 0.593
C -1.026 -1.056 -1.389
C 1.784 0.216 0.645
C -1.236 0.141 0.758
H 2.776 -0.213 0.796
H 2.262 2.067 -0.225
H 0.994 1.284 -0.879
H -2.031 -0.730 -1.612
H -0.706 0.227 1.699
H 1.450 0.690 1.566
H -2.869 0.735 -0.371
H -2.859 1.242 1.452
H -0.496 -1.653 -2.115
H 1.524 -1.455 -0.597
H 0.777 -1.680 0.956
```

Computed properties:
Gap between HOMO and LUMO (eV): 9.87
E_LUMO (eV): 0.91
Energy above the lowest of the compared OMol25 structures with the same formula, charge and spin (kJ/mol): 147.7
Max |F| (eV/A): 1.17
Calculated total energy (hartree): -289.915436
2S+1: 1


Record 7
# C6H11N

An isolated molecule of C6H11N (ωB97M-V/def2-TZVPD, the Open Molecules 2025 dataset).

Geometry as XYZ:
```
18
Properties=species:S:1:pos:R:3
N 0.992 -1.570 0.390
C 1.860 0.659 -1.285
C 0.906 1.318 -0.627
C -1.970 -1.033 0.566
C 0.528 -0.557 0.995
C -0.851 -0.017 0.778
C -0.535 0.835 -0.522
H 1.631 -0.246 -1.846
H 2.903 0.970 -1.267
H -0.715 0.161 -1.368
H 1.180 0.233 1.389
H -1.699 -1.762 -0.203
H -2.174 -1.588 1.490
H 2.002 -1.402 0.289
H -2.901 -0.538 0.263
H 1.187 2.201 -0.051
H -1.224 1.684 -0.597
H -1.120 0.651 1.606
```

Computed properties:
Gap between HOMO and LUMO (eV): 10.44
E_LUMO (eV): 1.11
Energy above the lowest of the compared OMol25 structures with the same formula, charge and spin (kJ/mol): 178.6
Max |F| (eV/A): 0.90
Calculated total energy (hartree): -289.903666
2S+1: 1


Record 8
# C6H11N

An isolated molecule of C6H11N in a non-equilibrium geometry (ωB97M-V/def2-TZVPD, the Open Molecules 2025 dataset).

Geometry as XYZ:
```
18
Properties=species:S:1:pos:R:3
N -0.033 0.103 0.120
C -1.004 -0.850 -0.724
C 1.220 0.150 -0.186
C -0.460 -2.088 -0.931
C 2.233 0.962 0.541
C -0.605 0.904 1.179
C -2.175 -0.257 -1.072
H -2.995 -0.862 -1.415
H -0.107 0.689 2.129
H -1.663 0.649 1.253
H 2.234 0.724 1.610
H 2.009 2.030 0.452
H 0.295 -2.498 -0.279
H -0.507 1.974 0.967
H 3.230 0.783 0.141
H -0.886 -2.738 -1.677
H -2.300 0.816 -1.098
H 1.514 -0.492 -1.010
```

Computed properties:
Gap between HOMO and LUMO (eV): 5.79
E_LUMO (eV): 0.12
Energy above the lowest of the compared OMol25 structures with the same formula, charge and spin (kJ/mol): 356.6
Max |F| (eV/A): 1.42
Calculated total energy (hartree): -289.835862
2S+1: 1